1.
Below is C6H10O in the gas phase, with properties calculated with ωB97M-V/def2-TZVPD.

Computed properties:
Orbital gap in eV: 10.780
E_HOMO in eV: -9.6
SMILES: C[C@H]1OC[C@H]2C[C@H]21

Last column: natural (NBO) charge in e.
CARTESIAN COORDINATES (ANGSTROEM)
C: 0.95 -1.41 1.25  -0.616
C: 0.69 -0.74 -0.09  0.099
O: -0.59 -1.16 -0.55  -0.532
C: -1.16 -0.15 -1.35  -0.060
C: -0.62 1.15 -0.82  -0.254
C: -0.56 1.36 0.66  -0.426
C: 0.62 0.78 -0.06  -0.255
H: 0.92 -2.49 1.14  0.218
H: 0.18 -1.11 1.96  0.210
H: 1.93 -1.12 1.65  0.209
H: 1.47 -1.04 -0.82  0.167
H: -0.86 -0.25 -2.40  0.163
H: -2.25 -0.27 -1.29  0.190
H: -0.65 2.01 -1.48  0.223
H: -1.13 0.70 1.32  0.218
H: -0.47 2.38 1.02  0.221
H: 1.54 1.35 -0.15  0.225


2.
Below is a molecular structure, C6H10O at a distorted geometry, with properties calculated with ωB97M-V/def2-TZVPD.

Computed properties:
Orbital gap in eV: 10.505
E_HOMO in eV: -9.4

Last column: natural (NBO) charge in e.
CARTESIAN COORDINATES (ANGSTROEM)
C: -2.22 0.13 0.06  -0.632
C: -0.75 -0.54 -0.11  0.105
C: 1.10 -0.14 0.98  0.087
C: 0.93 1.20 0.25  -0.480
C: 0.42 0.23 -0.83  -0.243
C: 1.56 -0.94 -0.35  -0.425
H: -2.64 0.30 -0.95  0.213
H: -2.70 -0.81 0.61  0.226
H: -2.13 0.99 0.69  0.219
H: -0.51 -1.46 -0.85  0.173
H: 1.66 0.10 1.99  0.209
H: 1.80 1.99 0.13  0.226
H: 0.21 1.96 0.42  0.211
H: 0.13 0.49 -1.86  0.213
H: 0.82 -1.91 -0.53  0.203
H: 2.54 -0.93 -0.85  0.232
O: -0.23 -0.64 1.21  -0.537


3.
Below is C6H10O in the gas phase, with properties calculated with ωB97M-V/def2-TZVPD.

Computed properties:
Orbital gap in eV: 11.060
E_HOMO in eV: -10.1
SMILES: C#C[C@](C)(O)CC

Last column: natural (NBO) charge in e.
CARTESIAN COORDINATES (ANGSTROEM)
C: -1.48 -1.84 0.35  -0.238
C: -0.49 -1.32 -0.12  -0.030
C: 0.60 -0.37 -0.37  0.172
C: 0.84 -0.11 -1.86  -0.602
O: 1.84 -0.90 0.11  -0.706
C: 0.23 1.00 0.35  -0.415
C: -0.95 1.05 1.34  -0.632
H: -2.38 -2.23 0.77  0.240
H: 1.24 -1.00 -2.37  0.225
H: -0.09 0.19 -2.36  0.215
H: 1.57 0.69 -1.96  0.218
H: 1.68 -1.31 0.96  0.474
H: 1.17 1.29 0.84  0.226
H: 0.06 1.73 -0.44  0.209
H: -0.64 1.20 2.38  0.208
H: -1.51 0.11 1.31  0.227
H: -1.67 1.83 1.08  0.211


4.
Below is a molecular structure, C6H10O at a distorted geometry, with properties calculated with ωB97M-V/def2-TZVPD.

Computed properties:
Orbital gap in eV: 9.705
E_HOMO in eV: -8.8

Last column: natural (NBO) charge in e.
CARTESIAN COORDINATES (ANGSTROEM)
C: 1.39 -1.00 -0.27  -0.556
C: 0.05 -1.49 0.00  -0.200
C: -0.84 -0.95 1.06  -0.436
C: -1.23 -0.22 -0.17  -0.213
C: -0.73 1.07 -0.61  -0.474
C: -0.12 2.04 0.32  0.419
O: 0.44 1.76 1.36  -0.564
H: 1.90 -0.51 0.56  0.233
H: 1.25 0.04 -1.06  0.124
H: 2.02 -1.66 -0.87  0.233
H: -0.29 -2.35 -0.57  0.217
H: -1.58 -1.63 1.45  0.219
H: -0.34 -0.35 1.81  0.252
H: -2.02 -0.65 -0.78  0.223
H: -1.30 1.53 -1.43  0.241
H: 0.52 0.81 -1.23  0.168
H: -0.11 3.09 -0.05  0.113


It is found that the electronic energy values, taken in the order of the records, are -8430.68044, -8426.84208, -8429.25282, -8428.20718 eV.